{"formula": "C11H13NO7S", "method": "wB97M-V/def2-TZVPD", "relative_energy_kj_mol": 8.3, "molar_mass_g_mol": 303.292, "total_energy_ev": -38274.51227, "e_homo_ev": -8.89, "gap_ha": 0.3438, "smiles": "Nc1ccc(S(=O)(=O)OC[C@H]2OC(=O)[C@H](O)[C@@H]2O)cc1", "elements": ["N", "C", "C", "C", "C", "S", "O", "O", "O", "C", "C", "O", "C", "O", "C", "O", "C", "O", "C", "C", "H", "H", "H", "H", "H", "H", "H", "H", "H", "H", "H", "H", "H"], "positions_angstrom": [[1.64, -3.72, 4.02], [1.11, -3.12, 2.90], [-0.16, -2.56, 3.00], [-0.81, -2.08, 1.85], [-0.13, -2.19, 0.60], [-0.94, -1.73, -0.94], [-0.02, -1.85, -2.10], [-2.15, -2.51, -1.09], [-1.35, -0.13, -0.71], [-1.96, 0.36, -1.94], [-2.56, 1.77, -1.77], [-3.56, 1.73, -0.72], [-3.03, 2.26, 0.37], [-3.48, 2.07, 1.51], [-1.65, 2.92, 0.11], [-1.49, 4.30, 0.58], [-1.52, 2.81, -1.41], [-1.77, 4.07, -2.04], [1.21, -2.70, 0.52], [1.78, -3.20, 1.71], [2.53, -4.16, 3.89], [0.96, -4.11, 4.70], [-0.69, -2.59, 3.93], [-1.81, -1.68, 1.96], [-1.20, 0.34, -2.75], [-2.80, -0.30, -2.24], [-3.00, 2.09, -2.72], [-0.90, 2.28, 0.61], [-1.96, 4.40, 1.43], [-0.52, 2.41, -1.68], [-1.55, 4.77, -1.39], [1.78, -2.76, -0.41], [2.76, -3.63, 1.70]], "nbo_charge": [-0.800, 0.204, -0.266, -0.136, -0.382, 2.307, -0.923, -0.914, -0.706, -0.122, 0.046, -0.453, 0.757, -0.571, -0.035, -0.725, 0.053, -0.713, -0.129, -0.279, 0.388, 0.397, 0.219, 0.246, 0.218, 0.222, 0.234, 0.216, 0.501, 0.182, 0.500, 0.251, 0.214]}

=====

{"formula": "C26H23N3O3SW", "method": "wB97M-V/def2-TZVPD", "relative_energy_kj_mol": 41.9, "molar_mass_g_mol": 641.395, "s2": 2.099, "multiplicity": 3, "total_energy_ev": -50591.98891, "e_homo_ev": [-13.58, -14.25], "gap_ha": [0.2625, 0.2792], "total_charge": 2, "elements": ["W", "O", "C", "N", "C", "C", "C", "C", "C", "C", "N", "C", "C", "C", "C", "C", "N", "H", "H", "H", "H", "H", "H", "H", "H", "H", "H", "C", "C", "O", "H", "H", "H", "O", "S", "C", "C", "C", "C", "C", "C", "C", "C", "C", "C", "C", "C", "H", "H", "H", "H", "H", "H", "H", "H", "H", "H"], "positions_angstrom": [[1.27, 1.15, 0.23], [4.73, 2.24, -1.73], [3.71, 2.25, -1.07], [3.19, 1.23, -0.33], [4.03, 0.06, -0.19], [3.18, -1.12, 0.15], [3.62, -2.43, 0.01], [2.79, -3.47, 0.38], [1.54, -3.16, 0.93], [1.18, -1.84, 1.06], [1.96, -0.83, 0.64], [2.83, 3.46, -0.88], [3.13, 4.76, -1.26], [2.36, 5.80, -0.76], [1.32, 5.52, 0.13], [1.07, 4.19, 0.40], [1.75, 3.18, -0.12], [4.75, 0.22, 0.63], [4.62, -0.10, -1.10], [4.61, -2.62, -0.37], [3.10, -4.50, 0.25], [0.88, -3.95, 1.25], [0.23, -1.55, 1.52], [3.98, 4.94, -1.90], [2.57, 6.82, -1.04], [0.75, 6.32, 0.58], [-0.05, 4.23, 2.09], [-1.01, 1.91, 2.38], [0.02, 2.24, 1.37], [0.04, 3.73, 1.24], [-0.71, 2.19, 3.40], [-1.19, 0.83, 2.38], [-1.96, 2.41, 2.16], [-0.43, -0.14, -0.33], [-1.90, -0.10, -0.81], [-1.98, -1.55, -1.88], [-0.93, -1.74, -2.76], [-0.99, -2.79, -3.67], [-2.10, -3.61, -3.70], [-3.15, -3.41, -2.81], [-3.10, -2.36, -1.90], [-2.78, -0.73, 0.63], [-3.75, 0.08, 1.21], [-4.44, -0.37, 2.32], [-4.15, -1.62, 2.85], [-3.18, -2.42, 2.27], [-2.49, -1.98, 1.15], [-0.07, -1.08, -2.73], [-0.18, -2.94, -4.37], [-2.17, -4.42, -4.41], [-4.01, -4.06, -2.83], [-3.93, -2.19, -1.23], [-3.97, 1.04, 0.77], [-5.21, 0.24, 2.77], [-4.68, -1.96, 3.72], [-2.98, -3.40, 2.68], [-1.75, -2.60, 0.67]], "lowdin_spin": [1.819, 0.024, 0.014, 0.030, 0.012, 0.018, -0.002, 0.016, -0.001, 0.020, 0.025, 0.030, -0.005, 0.025, -0.003, 0.027, 0.024, 0.002, 0.000, 0.000, 0.001, 0.000, 0.003, -0.001, 0.001, 0.000, -0.002, -0.013, -0.129, -0.018, -0.007, 0.004, -0.005, 0.072, 0.013, -0.001, 0.000, 0.000, 0.000, 0.000, 0.000, 0.003, 0.001, 0.000, 0.000, 0.000, 0.001, 0.000, 0.000, 0.000, 0.000, 0.000, 0.000, 0.000, 0.000, 0.000, 0.000]}

=====

{"formula": "C2H6N4", "method": "wB97M-V/def2-TZVPD", "relative_energy_kj_mol": 354.1, "molar_mass_g_mol": 86.098, "total_energy_ev": -8128.42313, "e_homo_ev": -9.53, "gap_ha": 0.3824, "elements": ["C", "C", "N", "N", "N", "N", "H", "H", "H", "H", "H", "H"], "positions_angstrom": [[-0.08, -0.81, 1.01], [0.15, -1.11, -0.47], [1.64, 2.12, -1.61], [0.76, 1.95, -0.92], [-1.18, -0.61, 1.59], [0.04, 1.51, -0.04], [0.78, -0.77, 1.62], [1.14, -0.85, -0.73], [-0.69, -0.68, -1.05], [0.28, -2.10, -0.55], [-2.03, -0.63, 1.01], [-0.81, 1.98, 0.14]], "nbo_charge": [0.187, -0.683, -0.062, 0.245, -0.649, -0.556, 0.159, 0.216, 0.218, 0.219, 0.322, 0.385]}

=====

{"formula": "C50H78NO42", "method": "wB97M-V/def2-TZVPD", "molar_mass_g_mol": 1365.139, "total_energy_ev": -140582.18842, "e_homo_ev": -11.40, "gap_ha": 0.1707, "total_charge": 1, "elements": ["C", "C", "C", "C", "C", "C", "N", "O", "C", "C", "C", "H", "H", "H", "H", "H", "H", "H", "H", "H", "H", "H", "H", "H", "H", "H", "H", "H", "H", "C", "C", "O", "C", "O", "O", "H", "H", "H", "H", "C", "C", "O", "C", "O", "O", "H", "H", "H", "H", "C", "C", "O", "C", "O", "O", "H", "H", "H", "H", "C", "C", "O", "C", "O", "O", "H", "H", "H", "H", "C", "C", "O", "C", "O", "O", "H", "H", "H", "H", "C", "C", "O", "C", "O", "O", "H", "H", "H", "H", "C", "C", "O", "C", "O", "O", "H", "H", "H", "H", "C", "C", "O", "C", "O", "O", "H", "H", "H", "H", "C", "C", "O", "C", "O", "O", "H", "H", "H", "H", "C", "C", "O", "C", "O", "O", "H", "H", "H", "H", "C", "C", "O", "C", "O", "O", "H", "H", "H", "H", "C", "C", "O", "C", "O", "O", "H", "H", "H", "H", "C", "C", "O", "C", "O", "O", "H", "H", "H", "H", "O", "H", "H", "C", "C", "O", "H", "H", "H", "H", "H", "H"], "positions_angstrom": [[-0.37, -0.36, 1.33], [0.90, 0.54, 1.19], [2.21, -0.17, 1.80], [2.86, -1.19, 0.89], [3.30, -0.45, -0.40], [2.08, 0.10, -1.23], [1.05, 0.83, -0.33], [0.08, 1.73, -0.94], [1.30, -1.01, -1.84], [2.62, 1.09, -2.35], [0.70, 1.91, 1.85], [-0.27, -1.28, 0.76], [-1.26, 0.13, 0.94], [-0.63, -0.57, 2.37], [2.12, -0.49, 2.84], [3.04, 0.50, 2.01], [2.21, -2.04, 0.67], [3.73, -1.57, 1.42], [3.86, -1.10, -1.08], [4.10, 0.26, -0.19], [0.87, -1.72, -1.13], [1.97, -1.58, -2.49], [0.46, -0.73, -2.48], [3.13, 1.92, -1.86], [1.96, 1.43, -3.15], [3.32, 0.54, -2.98], [0.73, 1.68, 2.92], [-0.27, 2.39, 1.68], [1.50, 2.61, 1.60], [-4.79, -5.28, -8.00], [-5.09, -5.98, -6.68], [-3.84, -6.57, -6.44], [-2.89, -5.79, -6.94], [-1.73, -5.65, -6.48], [-3.48, -4.94, -7.82], [-5.44, -4.41, -8.10], [-4.91, -6.00, -8.80], [-5.75, -6.84, -6.82], [-5.38, -5.31, -5.88], [8.77, -5.62, -6.75], [7.89, -4.82, -7.68], [7.81, -3.62, -6.94], [8.87, -3.51, -6.17], [8.96, -2.58, -5.41], [9.53, -4.68, -6.11], [9.36, -6.39, -7.24], [8.22, -6.13, -5.95], [6.88, -5.22, -7.63], [8.22, -4.87, -8.72], [-8.69, 3.95, 4.13], [-7.22, 3.62, 3.76], [-7.30, 2.28, 3.23], [-8.54, 1.77, 3.34], [-8.93, 0.70, 2.88], [-9.29, 2.64, 4.05], [-9.08, 4.73, 3.48], [-8.69, 4.32, 5.15], [-6.59, 3.73, 4.65], [-6.96, 4.25, 2.91], [-1.03, 0.07, 10.60], [-1.90, -0.51, 11.75], [-3.19, -0.15, 11.29], [-3.28, 0.00, 9.99], [-4.31, 0.17, 9.31], [-2.02, 0.08, 9.55], [-0.22, -0.56, 10.23], [-0.61, 1.05, 10.83], [-1.65, -0.08, 12.72], [-1.85, -1.60, 11.85], [2.25, -10.79, -3.20], [2.83, -10.03, -4.44], [3.31, -8.81, -3.79], [3.43, -9.05, -2.43], [3.79, -8.24, -1.60], [3.03, -10.28, -2.14], [2.45, -11.86, -3.28], [1.17, -10.69, -3.05], [1.93, -9.78, -5.00], [3.62, -10.63, -4.91], [11.45, -5.49, 1.80], [10.58, -5.83, 0.65], [11.47, -6.53, -0.14], [12.69, -6.40, 0.20], [13.68, -6.80, -0.37], [12.77, -5.69, 1.26], [11.29, -6.18, 2.63], [11.22, -4.51, 2.22], [10.20, -5.00, 0.05], [9.76, -6.39, 1.09], [1.30, 8.30, -7.37], [2.22, 7.20, -6.98], [2.23, 6.36, -8.11], [1.38, 6.77, -9.07], [1.14, 6.19, -10.09], [0.80, 7.93, -8.61], [1.89, 9.21, -7.47], [0.53, 8.34, -6.59], [1.85, 6.58, -6.16], [3.17, 7.53, -6.58], [-5.64, 7.50, -3.28], [-4.90, 8.84, -3.36], [-5.26, 9.31, -4.63], [-6.26, 8.59, -5.16], [-6.86, 8.77, -6.22], [-6.54, 7.61, -4.27], [-6.13, 7.39, -2.31], [-4.92, 6.70, -3.45], [-3.84, 8.62, -3.26], [-5.36, 9.42, -2.57], [-9.29, 1.08, -3.19], [-9.68, -0.34, -3.57], [-8.42, -0.93, -3.80], [-7.45, -0.06, -3.41], [-6.32, -0.39, -3.39], [-7.93, 1.03, -3.05], [-9.81, 1.36, -2.28], [-9.44, 1.82, -3.99], [-10.30, -0.41, -4.47], [-10.22, -0.87, -2.78], [6.37, -6.32, 7.33], [5.66, -6.46, 8.69], [5.98, -5.17, 9.31], [6.45, -4.30, 8.39], [6.73, -3.07, 8.47], [6.64, -4.99, 7.17], [5.77, -6.64, 6.48], [7.28, -6.92, 7.26], [5.98, -7.36, 9.21], [4.57, -6.55, 8.64], [-5.38, 3.77, -10.27], [-6.15, 2.57, -9.74], [-5.12, 1.78, -9.10], [-4.07, 2.49, -8.75], [-3.12, 2.08, -8.05], [-4.26, 3.73, -9.34], [-6.00, 4.65, -10.13], [-5.02, 3.64, -11.29], [-6.69, 1.97, -10.47], [-6.83, 2.83, -8.93], [-3.41, -7.99, 7.66], [-3.70, -6.50, 7.72], [-2.63, -5.85, 7.08], [-1.74, -6.69, 6.73], [-0.62, -6.40, 6.25], [-2.19, -7.99, 7.01], [-4.24, -8.45, 7.12], [-3.48, -8.43, 8.66], [-3.64, -6.22, 8.77], [-4.65, -6.30, 7.23], [4.52, 7.01, 7.69], [4.07, 5.58, 7.70], [2.62, 5.68, 7.54], [2.21, 6.91, 7.85], [1.01, 7.21, 7.83], [3.35, 7.66, 8.07], [4.81, 7.39, 6.71], [5.23, 7.15, 8.51], [4.37, 5.01, 8.59], [4.43, 5.14, 6.77], [6.21, 4.24, 1.69], [6.02, 5.12, 1.37], [7.05, 4.02, 1.30], [-4.66, 10.81, 2.87], [-3.81, 9.60, 3.35], [-3.53, 9.01, 2.16], [-5.46, 10.37, 2.27], [-4.07, 11.48, 2.24], [-5.04, 11.38, 3.72], [-4.30, 8.85, 3.97], [-2.87, 9.96, 3.78], [-2.67, 9.34, 1.86]], "mulliken_charge": [-1.494, 1.173, -1.085, -0.768, -1.140, 1.185, 0.734, -0.248, -1.696, -1.608, -1.670, 0.301, 0.445, 0.394, 0.598, 0.433, 0.359, 0.416, 0.494, 0.457, 0.341, 0.433, 0.432, 0.431, 0.396, 0.415, 0.427, 0.405, 0.439, -0.314, -0.307, -0.318, 0.699, -0.576, -0.302, 0.305, 0.271, 0.267, 0.274, -0.301, -0.279, -0.313, 0.686, -0.544, -0.320, 0.301, 0.233, 0.252, 0.285, -0.257, -0.256, -0.340, 0.699, -0.553, -0.336, 0.245, 0.266, 0.283, 0.248, -0.248, -0.255, -0.340, 0.757, -0.585, -0.351, 0.256, 0.247, 0.276, 0.244, -0.358, -0.264, -0.325, 0.688, -0.548, -0.316, 0.274, 0.267, 0.284, 0.296, -0.349, -0.245, -0.324, 0.738, -0.577, -0.331, 0.253, 0.304, 0.280, 0.252, -0.177, -0.295, -0.356, 0.681, -0.493, -0.342, 0.267, 0.230, 0.206, 0.278, -0.310, -0.242, -0.326, 0.693, -0.552, -0.321, 0.261, 0.250, 0.274, 0.272, -0.266, -0.252, -0.345, 0.722, -0.567, -0.314, 0.253, 0.273, 0.246, 0.251, -0.277, -0.228, -0.316, 0.672, -0.560, -0.321, 0.262, 0.248, 0.280, 0.240, -0.215, -0.345, -0.328, 0.720, -0.576, -0.339, 0.273, 0.268, 0.287, 0.255, -0.197, -0.318, -0.284, 0.667, -0.595, -0.321, 0.245, 0.259, 0.258, 0.286, -0.256, -0.293, -0.330, 0.711, -0.557, -0.337, 0.269, 0.261, 0.289, 0.242, -0.645, 0.321, 0.325, -0.904, -0.252, -0.518, 0.260, 0.270, 0.332, 0.224, 0.274, 0.313]}

=====

{"formula": "AlF2", "method": "wB97M-V/def2-TZVPD", "relative_energy_kj_mol": 364.5, "molar_mass_g_mol": 64.978, "total_energy_ev": -12014.37492, "e_homo_ev": -17.62, "gap_ha": 0.1720, "total_charge": 1, "elements": ["Al", "F", "F"], "positions_angstrom": [[-0.36, 0.34, 1.08], [-0.42, 1.82, -1.34], [0.78, -2.16, 0.27]], "nbo_charge": [1.597, -0.302, -0.295]}